{"formula": "C26H31N5O2", "method": "ωB97M-V with the def2-TZVPD basis set", "e_homo_ev": -8.551, "total_charge": 0, "multiplicity": 1, "e_lumo_ev": 0.63, "gap_ha": 0.3376, "energy_ha": -1433.6558, "species": ["C", "N", "C", "C", "C", "C", "N", "C", "O", "C", "C", "C", "O", "N", "C", "C", "N", "C", "C", "C", "C", "C", "C", "C", "C", "C", "C", "C", "C", "C", "C", "C", "N", "H", "H", "H", "H", "H", "H", "H", "H", "H", "H", "H", "H", "H", "H", "H", "H", "H", "H", "H", "H", "H", "H", "H", "H", "H", "H", "H", "H", "H", "H", "H"], "coordinates": [[3.067, -4.674, 3.704], [1.693, -4.340, 3.469], [0.822, -4.975, 2.660], [-0.369, -4.282, 2.722], [-1.610, -4.488, 1.922], [-1.430, -3.831, 0.540], [-0.950, -2.477, 0.691], [0.353, -2.182, 0.536], [1.159, -2.913, -0.009], [0.770, -0.823, 1.088], [-0.248, 0.326, 0.844], [-1.122, 0.442, 2.082], [-1.946, -0.416, 2.365], [-0.906, 1.485, 2.897], [-0.041, 2.610, 2.632], [1.033, 2.202, 1.626], [0.359, 1.591, 0.508], [1.021, 1.651, -0.782], [0.283, 2.677, -1.666], [0.947, 2.960, -2.990], [1.838, 2.086, -3.599], [2.392, 2.389, -4.832], [2.060, 3.566, -5.478], [1.170, 4.443, -4.882], [0.621, 4.140, -3.651], [-1.131, 2.178, -1.865], [-1.414, 1.206, -2.815], [-2.695, 0.698, -2.939], [-3.707, 1.151, -2.110], [-3.433, 2.120, -1.161], [-2.153, 2.632, -1.042], [-0.100, -3.224, 3.605], [1.145, -3.275, 4.045], [3.455, -3.978, 4.445], [3.645, -4.583, 2.782], [3.155, -5.695, 4.081], [1.101, -5.848, 2.107], [-1.822, -5.550, 1.792], [-2.452, -4.018, 2.435], [-2.379, -3.823, -0.005], [-0.681, -4.374, -0.040], [-1.511, -1.869, 1.286], [1.727, -0.567, 0.628], [0.943, -0.961, 2.159], [-0.904, 0.049, 0.010], [-1.511, 1.539, 3.706], [-0.629, 3.439, 2.219], [0.413, 2.938, 3.572], [1.757, 1.526, 2.111], [1.565, 3.092, 1.287], [2.071, 1.945, -0.675], [0.985, 0.669, -1.258], [0.236, 3.615, -1.100], [2.112, 1.159, -3.118], [3.084, 1.697, -5.290], [2.492, 3.799, -6.440], [0.903, 5.364, -5.379], [-0.077, 4.826, -3.191], [-0.628, 0.847, -3.464], [-2.902, -0.058, -3.683], [-4.705, 0.749, -2.203], [-4.218, 2.478, -0.511], [-1.942, 3.386, -0.298], [-0.762, -2.443, 3.923]], "lowdin_charge": [-0.0254, -0.2159, -0.0245, -0.2332, -0.1260, -0.1631, 0.0704, -0.5040, 0.0469, -0.0189, -0.2034, -0.4304, 0.0370, 0.1034, -0.1509, -0.1583, -0.1358, -0.1329, -0.2107, -0.1999, -0.0449, -0.0800, -0.0940, -0.0814, -0.0319, -0.2019, -0.0258, -0.0756, -0.0917, -0.0796, -0.0420, -0.1249, 0.0732, 0.0859, 0.0896, 0.0870, 0.1310, 0.1126, 0.1150, 0.1163, 0.1186, 0.0978, 0.1248, 0.1208, 0.1569, 0.1544, 0.1170, 0.1217, 0.1284, 0.1284, 0.1356, 0.1266, 0.1449, 0.1082, 0.1028, 0.0999, 0.1018, 0.1175, 0.1159, 0.1028, 0.0999, 0.1018, 0.1071, 0.1053]}

---

{"formula": "C26H32BClO2S", "method": "ωB97M-V with the def2-TZVPD basis set", "e_homo_ev": -6.292, "total_charge": 0, "multiplicity": 1, "e_lumo_ev": -3.80, "gap_ha": 0.0916, "energy_ha": -2043.5963, "species": ["C", "C", "C", "C", "C", "B", "C", "C", "C", "C", "Cl", "C", "C", "O", "C", "C", "C", "C", "C", "C", "O", "S", "H", "H", "H", "H", "H", "H", "H", "H", "H", "H", "H", "H", "H", "H", "H", "H", "H", "H", "H", "H", "H", "C", "C", "C", "C", "C", "C", "C", "C", "C", "H", "H", "H", "H", "H", "H", "H", "H", "H", "H", "H"], "coordinates": [[6.972, -1.905, -0.024], [5.677, -1.302, -0.393], [5.361, -0.535, -1.499], [3.957, -0.227, -1.603], [3.225, -0.817, -0.597], [1.601, -0.711, -0.337], [0.987, -2.210, -0.620], [1.097, -2.724, -1.901], [0.547, -3.981, -2.215], [-0.100, -4.715, -1.209], [-0.789, -6.245, -1.572], [-0.167, -4.210, 0.098], [0.378, -2.942, 0.386], [1.474, -0.283, 1.024], [1.281, 1.117, 0.921], [0.437, 1.544, 2.117], [2.616, 1.843, 0.963], [0.578, 1.288, -0.520], [-0.906, 1.013, -0.422], [0.781, 2.617, -1.241], [1.156, 0.250, -1.296], [4.238, -1.638, 0.541], [7.751, -1.547, -0.705], [7.252, -1.656, 1.004], [6.909, -2.997, -0.100], [6.100, -0.205, -2.232], [3.544, 0.370, -2.412], [1.633, -2.159, -2.664], [0.627, -4.389, -3.221], [-0.634, -4.807, 0.879], [0.342, -2.564, 1.409], [0.198, 2.610, 2.022], [-0.486, 0.959, 2.199], [1.017, 1.399, 3.034], [2.431, 2.924, 0.977], [3.148, 1.570, 1.880], [3.242, 1.586, 0.101], [-1.454, 1.865, -0.003], [-1.308, 0.815, -1.422], [-1.116, 0.128, 0.197], [0.264, 3.432, -0.714], [1.840, 2.871, -1.334], [0.351, 2.544, -2.248], [-3.844, -1.236, 1.268], [-3.648, -0.138, 0.278], [-3.677, -0.516, -1.162], [-3.935, 1.207, 0.682], [-3.947, 2.287, -0.259], [-4.273, 3.581, 0.133], [-4.653, 3.857, 1.450], [-4.675, 2.818, 2.387], [-4.315, 1.523, 2.026], [-3.322, -1.059, 2.217], [-4.913, -1.320, 1.501], [-3.519, -2.200, 0.864], [-3.034, 0.091, -1.810], [-3.388, -1.567, -1.291], [-4.700, -0.407, -1.555], [-3.704, 2.087, -1.306], [-4.231, 4.394, -0.603], [-4.952, 4.866, 1.739], [-4.971, 3.026, 3.421], [-4.353, 0.727, 2.774]], "lowdin_charge": [-0.1394, -0.6064, -0.1456, -0.1502, -0.3993, -0.9692, -0.0932, -0.0304, -0.1022, -0.7203, 0.6319, -0.1232, -0.0473, 0.0357, -0.4786, -0.0166, -0.0103, -0.4630, -0.0270, -0.0056, 0.0606, 1.0689, 0.0737, 0.0675, 0.0716, 0.0968, 0.1047, 0.1204, 0.0955, 0.0890, 0.1088, 0.0850, 0.0688, 0.0906, 0.0859, 0.0983, 0.0841, 0.0750, 0.0862, 0.1008, 0.0845, 0.0854, 0.0892, -0.0060, -0.1266, -0.0095, -0.1856, 0.0071, -0.0396, -0.0198, -0.0426, 0.0244, 0.1069, 0.1261, 0.1002, 0.0829, 0.1084, 0.1299, 0.1265, 0.1235, 0.1232, 0.1203, 0.1193]}

---

{"formula": "C26H32BrLuO4", "method": "ωB97M-V with the def2-TZVPD basis set", "e_homo_ev": -8.401, "total_charge": 0, "multiplicity": 1, "e_lumo_ev": 0.58, "gap_ha": 0.3300, "energy_ha": -5120.4430, "species": ["O", "C", "C", "H", "H", "C", "H", "H", "C", "H", "H", "H", "C", "H", "H", "H", "Lu", "C", "C", "C", "H", "C", "C", "H", "H", "H", "H", "C", "C", "C", "H", "C", "C", "H", "H", "H", "H", "O", "C", "C", "H", "H", "C", "H", "H", "C", "H", "H", "H", "H", "Br", "C", "C", "C", "C", "C", "C", "C", "O", "O", "H", "H", "H", "H"], "coordinates": [[1.142, -0.219, -2.898], [0.799, -1.540, -3.595], [1.452, -1.248, -4.929], [-0.299, -1.653, -3.611], [1.268, -2.410, -3.087], [1.625, 0.129, -4.246], [0.845, -1.220, -5.832], [2.367, -1.845, -5.048], [0.760, 1.139, -5.011], [-0.299, 0.850, -5.009], [1.097, 1.155, -6.063], [0.883, 2.162, -4.628], [3.094, 0.473, -4.283], [3.647, -0.314, -3.745], [3.261, 1.462, -3.834], [3.425, 0.510, -5.339], [0.780, 1.105, 0.946], [2.636, 1.445, 2.563], [2.080, 0.194, 2.994], [2.282, -0.770, 1.952], [1.625, -0.027, 3.964], [2.955, -0.099, 0.877], [3.200, 1.255, 1.271], [3.738, 2.027, 0.696], [2.707, 2.364, 3.183], [1.975, -1.819, 1.973], [3.270, -0.550, -0.059], [-0.201, 3.349, 1.116], [1.052, 3.504, 0.442], [0.949, 2.843, -0.821], [1.866, 4.123, 0.786], [-0.369, 2.283, -0.916], [-1.087, 2.597, 0.274], [-2.130, 2.368, 0.447], [-0.484, 3.881, 2.010], [1.684, 2.850, -1.611], [-0.754, 1.771, -1.770], [-2.161, -2.224, -1.774], [-1.196, -1.501, -0.882], [-0.121, -2.503, -0.431], [-1.797, -1.091, -0.042], [-0.799, -0.579, -1.351], [-0.720, -3.888, -0.770], [0.053, -2.347, 0.645], [0.804, -2.323, -0.981], [-1.998, -3.632, -1.546], [-0.883, -4.484, 0.127], [-0.032, -4.436, -1.427], [-2.875, -3.993, -0.968], [-2.009, -4.207, -2.480], [-3.773, -0.269, 1.654], [-3.398, -0.027, 3.501], [-4.439, -0.218, 4.437], [-4.224, 0.068, 5.806], [-2.963, 0.516, 6.243], [-1.934, 0.701, 5.315], [-2.133, 0.442, 3.958], [-1.028, 0.822, 3.029], [-0.157, 1.712, 3.279], [-0.874, 0.102, 1.949], [-5.436, -0.568, 4.128], [-5.033, -0.061, 6.542], [-2.759, 0.768, 7.295], [-0.955, 1.093, 5.588]], "lowdin_charge": [-0.1059, -0.1318, -0.0960, 0.1232, 0.1175, -0.5984, 0.1146, 0.1169, -0.0222, 0.0936, 0.0924, 0.0835, -0.0312, 0.0943, 0.0824, 0.0990, 1.6451, -0.2116, -0.1794, -0.1777, 0.1137, -0.2234, -0.2403, 0.1136, 0.1253, 0.1005, 0.0971, -0.1965, -0.2058, -0.2010, 0.1078, -0.2084, -0.1793, 0.0996, 0.1099, 0.0967, 0.0888, -0.1553, -0.1691, -0.1520, 0.0379, 0.0871, -0.1530, 0.0957, 0.0829, -0.2157, 0.1076, 0.1049, 0.1180, 0.1121, 0.8443, -0.5669, -0.1196, -0.0748, -0.0731, -0.0223, -0.1548, -0.5669, -0.0669, -0.2467, 0.1028, 0.1081, 0.1080, 0.1208]}